Computed, not measured: C38H31BBrF4IN7O5SSn as an isolated structure at a distorted geometry, with ωB97M-V/def2-TZVPD.

```
90
Properties=species:S:1:pos:R:3
Sn -0.047 0.210 0.364
O -3.925 2.086 -1.016
C -2.975 1.559 -0.419
N -1.923 0.950 -0.930
C -1.766 1.064 -2.354
C -0.552 1.862 -2.706
C -0.202 2.040 -4.044
C 0.885 2.834 -4.363
C 1.593 3.426 -3.325
C 1.202 3.143 -2.027
N 0.158 2.388 -1.718
C -2.931 1.612 1.080
C -4.010 1.204 1.856
C -3.911 1.321 3.229
C -2.779 1.916 3.767
C -1.773 2.310 2.904
N -1.827 2.140 1.594
H -2.656 1.560 -2.769
H -1.674 0.078 -2.823
H -0.769 1.533 -4.810
H 1.173 2.997 -5.395
H 2.432 4.080 -3.518
H 1.734 3.558 -1.182
H -4.888 0.792 1.376
H -4.707 0.960 3.867
H -2.664 2.041 4.832
H -0.875 2.785 3.274
Br -2.920 -2.039 -0.967
C -2.731 -2.194 0.912
C -3.481 -3.169 1.517
C -3.340 -3.320 2.909
C -2.495 -2.446 3.566
C -1.805 -1.475 2.858
N -1.911 -1.351 1.504
C -0.919 -0.513 3.584
O -0.992 -0.427 4.810
O -0.160 0.197 2.848
H -4.136 -3.795 0.932
H -3.885 -4.093 3.431
H -2.339 -2.494 4.633
O 2.420 -2.648 -1.814
S 0.958 -2.658 -1.804
C 0.561 -4.424 -1.479
C -0.679 -4.986 -1.732
C -0.951 -6.273 -1.292
C 0.001 -6.978 -0.572
C 1.226 -6.394 -0.285
C 1.507 -5.120 -0.746
C 0.546 -2.782 -3.588
C -0.736 -2.538 -4.048
C -1.008 -2.640 -5.403
C 0.003 -2.974 -6.289
C 1.300 -3.148 -5.833
C 1.572 -3.038 -4.481
H -1.432 -4.423 -2.263
H -1.918 -6.724 -1.484
H -0.220 -7.977 -0.217
H 1.949 -6.920 0.322
H 2.437 -4.623 -0.519
H -1.516 -2.264 -3.356
H -2.006 -2.442 -5.770
H -0.218 -3.094 -7.340
H 2.099 -3.355 -6.533
H 2.576 -3.130 -4.094
O 1.010 -0.277 -2.034
N 2.247 -0.054 -2.381
C 3.238 -0.025 -1.454
C 4.548 0.020 -1.829
C 4.906 0.041 -3.189
C 3.867 0.016 -4.120
C 2.565 -0.022 -3.706
H 2.914 -0.111 -0.428
H 5.309 -0.005 -1.064
H 5.940 0.022 -3.501
H 4.074 -0.002 -5.181
H 1.729 -0.087 -4.384
F 2.443 -1.047 1.721
B 2.059 -2.388 1.777
F 1.740 -2.748 3.062
F 3.088 -3.182 1.327
F 0.927 -2.518 0.944
I 5.491 3.945 3.006
C 3.745 2.869 2.592
C 2.939 2.216 3.505
N 1.936 1.690 2.805
N 2.053 1.948 1.511
C 3.151 2.668 1.348
H 3.032 2.114 4.567
H 1.146 1.060 3.092
H 3.476 3.006 0.381
```

Largest force on an atom (eV Å⁻¹): 2.71
HOMO (alpha / beta) (eV): 1.15 / -2.80
<S²>: 0.7642
Calculated total energy (eV): -166939.6520
Net charge: -2
Gap between HOMO and LUMO (alpha / beta) (Eh): 0.0808 / 0.2261
2S+1: 2
ΔE to the lowest compared entry with this formula, charge and spin (kJ/mol): 256.51

Results of the Löwdin charge analysis, in e, for atoms 1 through 8: 1.53 -0.02 -0.56 -0.14 -0.21 -0.28 -0.04 -0.10